The following is a quantum chemistry calculation of an isolated molecule of C5H8N2, from the Open Molecules 2025 dataset.

Geometry as XYZ:
```
15
C5H8N2 | the Open Molecules 2025 dataset | ωB97M-V with the def2-TZVPD basis set
C -0.97118 1.22133 -0.24878
C -0.30521 -0.14186 -0.26815
C 1.16528 -0.10475 -0.73966
C 1.99275 0.57749 0.26359
N 2.59843 1.10162 1.09883
C -0.49843 -1.02710 0.86641
N -0.96605 -1.35942 -0.65136
H -0.42975 1.86513 0.45471
H -0.96108 1.70880 -1.22889
H -2.00851 1.12490 0.07818
H 1.27304 0.40807 -1.70062
H 1.52632 -1.13058 -0.86776
H -1.28065 -0.72305 1.56777
H 0.31788 -1.61426 1.25671
H -1.45283 -1.90632 0.11902
```

The energy comes out at -304.70767 Ha. The net charge is 0. Its SMILES is C[C@@]1(CC#N)CN1. The value obtained for the HOMO energy is -9.21 eV. For the HOMO-LUMO gap, the calculation gives 10.078 eV. Its spin multiplicity is 1.

Mulliken atomic charge list, values in e, 4 entries: number 1, C, carries -1.38; number 2, C, carries 1.50; number 3, C, carries -0.85; number 4, C, carries 0.31

---

The following is a quantum chemistry calculation of a structure of composition C22H41As2N3OS2Ti, from the Open Molecules 2025 dataset.

Geometry as XYZ:
```
72
C22H41As2N3OS2Ti | the Open Molecules 2025 dataset | ωB97M-V with the def2-TZVPD basis set
Ti 0.54013 1.11782 0.53631
C -2.72995 -4.07288 3.43929
As -1.34899 -3.03476 2.58554
C -2.55919 -1.78579 1.59681
C -0.81757 -4.09584 1.04054
C -1.36866 -5.35757 0.91693
C -1.14559 -6.12788 -0.22623
C -0.53603 -5.51120 -1.28101
C -0.00542 -4.22194 -1.18871
C -0.02573 -3.52719 -0.00153
As 1.00563 -1.84684 0.23946
C 1.92465 -1.86339 -1.48595
C 2.41428 -2.44622 1.51731
H -3.54703 -4.31657 2.75657
H -3.07643 -3.49910 4.30699
H -2.41313 -5.10094 3.74927
H -3.56429 -2.17891 1.65178
H -2.27062 -1.62016 0.59331
H -2.53708 -0.77976 2.05163
H -2.03429 -5.78544 1.63326
H -1.53564 -7.19737 -0.30691
H -0.55206 -6.03103 -2.22640
H 0.51241 -3.82571 -2.08945
H 2.44328 -2.81785 -1.67281
H 2.80278 -1.15644 -1.42245
H 1.27179 -1.62979 -2.28905
H 2.83387 -3.44026 1.25362
H 1.94467 -2.47231 2.51984
H 3.17992 -1.68349 1.53819
C 3.32435 2.03704 -3.28186
C 2.83725 1.65686 -1.89944
S 1.07521 1.55676 -1.73286
C 3.68155 1.40538 -0.88321
C 5.22145 1.45929 -1.02235
S 3.16464 0.83035 0.72606
H 3.94166 1.18195 -3.69495
H 4.05453 2.82217 -3.25030
H 2.48089 2.29727 -3.88695
H 5.59023 1.67580 -2.00930
H 5.66662 0.50094 -0.81651
H 5.62839 2.16189 -0.24986
C 2.35330 4.39230 -0.19076
N 1.65278 4.84006 1.04778
C 2.32063 5.93155 1.74000
C 0.68976 4.19796 1.69640
O 0.15461 3.17854 1.25623
H 2.17853 3.31721 -0.33143
H 3.41901 4.62969 -0.09452
H 2.03946 4.99643 -1.02399
H 2.69983 6.65915 1.02096
H 3.21013 5.59601 2.30361
H 1.66144 6.36002 2.47765
H 0.40678 4.71358 2.61593
N 0.28013 0.36170 2.73961
H -0.37211 0.82555 3.39670
H 1.23758 0.53715 3.05556
H 0.12191 -0.65890 2.86677
C -3.99846 2.41757 -2.23740
C -3.83523 1.15958 -1.39916
C -3.74247 -0.08745 -2.31217
C -4.95447 1.05337 -0.35932
C -2.54677 1.17201 -0.64255
N -1.52760 1.11035 -0.07752
H -5.05587 2.42837 -2.51663
H -3.36352 2.31805 -3.12006
H -3.77354 3.34453 -1.70506
H -4.58432 -0.22503 -2.89644
H -3.59366 -0.99455 -1.75519
H -2.93208 0.02715 -3.02766
H -5.89498 0.83630 -0.86481
H -5.06411 1.93974 0.20695
H -4.65917 0.34513 0.39592
```

The energy comes out at -7219.78038 Ha. The net charge is 0. The value obtained for the HOMO energy (alpha / beta) is -5.50 / -5.80 eV. For the HOMO-LUMO gap (alpha / beta), the calculation gives 5.749 / 6.042 eV. The expectation value of S² is 2.01. Its spin multiplicity is 3.

Mulliken atomic charge list, values in e, 4 entries: number 1, Ti, carries 0.86; number 2, C, carries -1.34; number 3, As, carries 0.12; number 4, C, carries -1.00

---

The following is a quantum chemistry calculation of a structure of composition C3H7OSn, from the Open Molecules 2025 dataset.

Geometry as XYZ:
```
12
C3H7OSn | the Open Molecules 2025 dataset | ωB97M-V with the def2-TZVPD basis set
Sn 4.83905 -17.52768 -16.88504
C 4.13898 -22.52123 -17.72765
C 4.73270 -21.30714 -17.03148
C 6.26247 -21.45490 -16.97185
O 4.33108 -20.13223 -17.67812
H 4.34474 -23.51241 -17.32979
H 4.53878 -22.65049 -18.74097
H 3.09249 -22.29448 -17.93623
H 4.35378 -21.27592 -16.00471
H 6.67103 -22.19104 -16.27799
H 6.61817 -20.53143 -16.48935
H 6.75032 -21.57524 -17.93701
```

The energy comes out at -407.62672 Ha. The net charge is +1. The value obtained for the HOMO energy is -13.26 eV. For the HOMO-LUMO gap, the calculation gives 5.669 eV. Its spin multiplicity is 1.

Mulliken atomic charge list, values in e, 4 entries: number 1, Sn, carries 1.27; number 2, C, carries -1.34; number 3, C, carries 0.60; number 4, C, carries -1.04